Below is C37H72BeF3O26 as an isolated structure in a non-equilibrium geometry, with properties calculated with ωB97M-V/def2-TZVPD.

XYZ file:
```
139
Properties=species:S:1:pos:R:3:forces:R:3
Be 0.7694 2.6202 -3.0880 0.0 -1.5 3.6
C 0.2054 0.5602 0.0821 1.1 -1.0 -1.2
O 0.1219 -0.8800 -0.2007 -0.3 0.9 0.6
O 0.2811 1.1803 -1.0789 -0.5 1.6 -2.0
C -0.9535 1.0026 1.0175 1.3 -0.1 0.9
F -2.1662 0.5332 0.7131 -0.1 0.3 -0.4
F -0.6903 0.5905 2.2796 -0.1 -0.3 0.0
F -0.9753 2.3418 1.1137 -0.7 0.0 -0.5
C 0.1984 -1.6902 0.9379 -0.3 -3.2 -0.8
C 0.3934 -3.1505 0.4503 0.2 0.4 0.0
H 0.2875 -3.7854 1.3317 0.1 -0.2 -0.1
H -0.3406 -3.4564 -0.2979 -0.1 0.1 0.1
H 1.3812 -3.3050 0.0100 0.0 -0.1 0.1
H -0.7602 -1.8126 1.4434 0.1 1.0 0.5
H 1.0433 -1.5788 1.6239 -0.2 1.1 0.1
H 1.1549 0.5965 0.6427 -0.2 0.5 0.7
C 4.3570 -1.5186 -1.3038 0.0 -0.4 -1.4
C 5.8279 -1.3493 -0.9440 0.1 1.5 1.0
C 5.7184 -0.6995 0.4523 0.5 -0.4 0.7
O 4.4111 -0.9398 0.9590 -0.4 -0.6 -0.2
C 3.5218 -0.9425 -0.1688 0.9 -0.1 0.4
H 4.1721 -2.5824 -1.4682 -0.3 0.0 0.3
H 4.1055 -1.0584 -2.2646 0.1 0.1 0.0
H 6.3566 -0.6441 -1.5858 0.0 -0.2 -0.2
H 6.4253 -2.2504 -0.8402 -0.3 -0.2 -0.4
H 5.9253 0.3721 0.4916 0.0 0.1 -0.4
H 6.4217 -1.1955 1.1244 -0.1 0.2 0.2
H 3.2038 0.0971 -0.2774 -0.3 -0.1 -0.6
H 2.6629 -1.5942 -0.0395 -0.1 0.2 0.6
C -5.7825 -2.1783 1.4880 1.3 -0.1 1.4
C -4.4981 -2.9615 1.3221 0.8 -1.0 -1.5
C -3.4010 -2.2215 2.0943 -2.8 0.3 -1.3
O -4.1790 -1.5738 3.1227 0.9 0.2 0.8
C -5.5589 -1.8154 2.9744 -1.5 -0.5 -0.9
H -6.5856 -2.8724 1.2598 -0.5 0.6 0.1
H -5.7723 -1.2346 0.9414 -0.2 -0.3 -0.5
H -4.2775 -3.0527 0.2529 0.3 -0.1 0.1
H -4.6068 -3.9869 1.6861 -0.2 0.1 0.2
H -3.1103 -1.4482 1.3827 0.9 0.1 0.5
H -2.6161 -2.8951 2.4277 0.1 0.4 0.4
H -6.1556 -0.9327 3.2062 0.4 0.1 0.5
H -5.9279 -2.6640 3.5614 0.3 0.1 0.4
C 3.6361 2.0261 5.3279 -0.2 0.5 0.6
C 2.1808 1.7214 5.7336 0.8 -0.4 -1.8
C 1.4516 2.3471 4.5285 1.0 0.5 2.0
O 2.2883 2.1929 3.3966 -0.2 -0.2 -0.6
C 3.5962 1.7835 3.8243 -0.4 -1.4 0.0
H 4.3049 1.4043 5.9202 0.3 0.0 -0.4
H 3.8609 3.0752 5.5405 0.1 0.0 0.0
H 1.8477 2.1191 6.6862 0.0 -0.1 0.1
H 2.1003 0.6350 5.6376 -0.4 0.0 0.6
H 1.5221 3.4121 4.7776 -1.2 0.1 -0.3
H 0.4678 1.8846 4.5132 -0.2 0.4 -1.0
H 4.3518 2.2153 3.1688 0.0 0.5 0.4
H 3.6548 0.7064 3.6145 0.2 0.0 0.2
C 1.4316 -1.9233 -2.9671 0.4 1.7 1.4
O 1.9508 -1.5663 -4.2654 -0.4 -1.2 -0.7
C 1.8451 -0.3615 -4.7356 0.9 -0.2 0.6
O 1.6495 0.6378 -4.0484 -1.2 1.7 0.3
O 2.1911 -0.3621 -6.0069 -0.9 0.1 -0.1
C 2.0609 0.8541 -6.7436 0.1 0.7 0.2
H 2.0941 -2.6172 -2.4613 0.1 -0.3 -0.6
H 0.4031 -2.2734 -2.9473 0.0 0.0 -0.6
H 1.5059 -0.9996 -2.3876 -0.5 -0.2 0.3
H 3.0072 1.3835 -6.6414 0.1 -0.1 -0.6
H 1.3099 1.5661 -6.3933 -0.2 -0.5 0.5
H 1.7434 0.6037 -7.7499 0.6 -0.2 -0.1
C -2.5699 -1.7369 -1.8710 -0.1 -0.3 0.3
O -2.1819 -2.7516 -2.8140 0.7 0.7 -0.7
C -3.0529 -3.7382 -3.0123 -0.5 0.4 0.1
O -4.0720 -3.8910 -2.3918 0.0 -0.2 0.0
O -2.6388 -4.4786 -4.0327 0.3 0.0 -0.1
C -3.4921 -5.5619 -4.3582 -0.3 -1.6 -0.2
H -2.1000 -2.0323 -0.9360 -0.6 0.2 0.4
H -3.6541 -1.6598 -1.8966 0.0 -0.2 0.6
H -2.1732 -0.7438 -2.0816 0.5 -0.4 -0.7
H -3.0978 -6.1213 -5.2056 0.4 0.6 -0.2
H -4.5148 -5.2778 -4.5945 0.1 0.4 0.2
H -3.5088 -6.3312 -3.5832 -0.1 0.4 0.4
C 3.0147 6.3069 -2.7010 0.4 -0.7 0.3
O 2.5971 6.2761 -1.3226 0.0 -0.1 -1.1
C 1.6720 5.3895 -0.9746 1.7 0.3 1.5
O 1.1347 4.5553 -1.6644 -1.0 -0.7 -1.3
O 1.6159 5.4932 0.3442 -0.7 -0.1 0.0
C 0.5904 4.7327 1.0185 0.0 0.0 0.5
H 2.2587 6.8235 -3.2820 0.2 0.1 -0.2
H 3.2245 5.3043 -3.0824 -0.6 -0.2 0.1
H 4.0106 6.7406 -2.7175 -0.3 0.7 0.1
H -0.3638 5.0364 0.5962 -0.1 -0.6 -0.1
H 0.5772 4.9954 2.0751 0.3 0.5 -0.1
H 0.8270 3.6714 1.0310 -0.3 0.0 -0.7
C 3.6195 2.7981 0.3959 -1.4 0.6 -0.3
O 4.4031 2.2529 -0.6652 1.1 0.0 0.6
C 4.0865 2.3290 -1.9182 -0.7 -1.3 -0.3
O 2.9930 2.6049 -2.3839 -1.2 0.9 -0.6
O 5.0984 1.8864 -2.6413 0.8 0.2 0.1
C 5.0469 2.0288 -4.0477 -0.3 -0.2 -1.1
H 4.2411 3.1625 1.2058 0.4 -0.2 -0.3
H 2.8915 2.0895 0.7912 0.2 -0.3 -0.1
H 3.0513 3.6323 -0.0107 0.1 0.0 0.2
H 4.9098 3.0667 -4.3493 -0.2 0.0 0.2
H 4.2851 1.3903 -4.4983 -0.3 0.2 0.3
H 5.9682 1.6890 -4.5153 0.3 0.0 0.7
C -2.2547 5.1723 -4.9774 0.6 0.3 -0.9
O -2.9867 4.7954 -3.8129 0.2 -0.7 -0.5
C -2.5248 3.7518 -3.1544 -0.2 0.3 1.1
O -1.3739 3.3341 -3.1765 2.4 -0.9 -0.7
O -3.4450 3.2937 -2.3662 -0.8 0.3 -0.2
C -3.2298 2.1542 -1.5465 0.8 -1.5 0.4
H -1.6121 6.0209 -4.7526 -0.2 0.1 0.0
H -2.9363 5.3956 -5.7949 -0.4 0.4 0.4
H -1.6322 4.3837 -5.4017 0.0 -0.3 0.5
H -2.2873 2.1832 -1.0011 -0.1 0.4 -0.1
H -3.2008 1.2306 -2.1302 0.0 0.3 -0.4
H -4.0589 2.0091 -0.8616 -0.1 0.7 0.0
C -2.9220 1.5756 4.2924 -0.3 -0.7 0.1
O -2.2363 2.7980 4.0491 -0.3 -0.1 0.1
C -1.7785 3.5021 5.0847 -0.5 0.1 -1.3
O -1.9927 3.3163 6.2454 0.4 0.1 0.2
O -1.0964 4.5047 4.4927 0.1 0.3 0.7
C -0.5331 5.4581 5.3833 0.5 0.3 0.6
H -3.3644 1.4695 5.2819 0.5 0.3 0.2
H -2.2065 0.7825 4.0893 -0.2 -0.2 0.2
H -3.7644 1.4749 3.6095 0.3 0.3 -0.3
H -1.2043 5.7421 6.1922 -0.2 -0.1 -0.1
H -0.2511 6.3453 4.8213 -0.2 -0.1 -0.3
H 0.3815 5.0777 5.8440 -0.1 -0.2 0.0
C -4.0898 -10.5047 2.3302 -0.5 -1.6 -0.8
O -3.9175 -9.1074 2.3433 0.2 0.1 0.2
C -3.2196 -8.5465 1.3515 -0.2 0.2 0.0
O -2.6398 -9.0938 0.4580 0.2 -0.2 -0.1
O -3.3224 -7.2318 1.5374 0.2 0.1 0.4
C -2.5232 -6.3429 0.7707 -0.2 0.8 0.0
H -3.4827 -11.0433 1.6003 0.3 0.5 -0.1
H -5.1161 -10.7456 2.0432 -0.1 0.3 0.2
H -3.8972 -10.9941 3.2829 0.1 0.7 0.3
H -2.1283 -5.5990 1.4644 0.1 -0.2 0.1
H -3.1937 -5.7826 0.1171 0.1 -0.2 -0.3
H -1.6999 -6.8000 0.2286 -0.2 -0.3 0.0
```
Forces are in eV/Å.

As for the highest occupied orbital energy: -10.8631 eV. The LUMO energy is -5.566 eV. The charge is +1.